{
  "formula": "C4H11N2O",
  "method": "wB97M-V/def2-TZVPD",
  "species": ["O", "C", "H", "N", "H", "H", "H", "H", "C", "H", "C", "H", "H", "C", "N", "H", "H", "H"],
  "coordinates": [[0.46648, -0.66778, 0.30071], [-1.53022, -0.36424, -2.46388], [-0.35701, 0.77410, -3.82029], [-0.08502, -0.44123, 2.47879], [-1.63357, -0.86109, -1.51318], [-1.37439, -1.07264, 1.01601], [-0.79331, -0.57082, 3.18183], [1.24588, 1.03297, 3.20016], [-0.52502, 0.40744, -2.81861], [-2.32578, -0.57520, -3.16636], [-0.35456, -0.73899, 1.22661], [1.50512, -0.61756, 3.83193], [1.96662, -0.23580, 2.19423], [1.22638, -0.02833, 2.96114], [0.45131, 0.90167, -1.83048], [0.25213, 1.86627, -1.57140], [0.49139, 0.30028, -0.94035], [1.37357, 0.89096, -2.26688]],
  "forces_ev_per_angstrom": [[0.1, 0.3, -0.1], [-0.2, -0.2, -0.3], [-0.1, 0.2, 0.0], [0.2, 0.0, 0.6], [0.1, 0.3, 0.3], [-0.2, 0.0, 0.3], [-0.2, -0.1, -0.1], [-0.1, 0.0, 0.1], [-0.4, 0.1, 0.3], [0.3, -0.1, -0.2], [0.1, -0.1, -0.5], [-0.2, 0.1, 0.1], [-0.1, 0.1, -0.1], [0.3, -0.2, -0.2], [0.5, -0.5, -0.2], [-0.1, 0.1, 0.0], [-0.2, -0.1, -0.2], [0.1, 0.1, 0.2]],
  "nbo_charge": [-0.722, -0.326, 0.231, -0.547, 0.219, 0.144, 0.417, 0.217, -0.072, 0.241, 0.546, 0.228, 0.235, -0.437, -0.721, 0.432, 0.483, 0.433],
  "e_tot_ha": -343.5123,
  "de_lowest_kcal_mol": 32.5,
  "lumo_energy_ev": -3.033,
  "homo_lumo_gap_ev": 11.047,
  "fmax_ha_per_bohr": 0.015,
  "charge": 1,
  "mol_weight_da": 103.1
}

=====

{
  "formula": "C2H2BrFO",
  "method": "wB97M-V/def2-TZVPD",
  "species": ["O", "C", "H", "Br", "H", "F", "C"],
  "coordinates": [[1.07260, 0.80774, 0.05499], [0.11342, -0.30278, 0.14204], [-2.16692, -0.46010, -0.28336], [2.75633, 0.24337, 0.12813], [-1.34949, 1.14313, -0.04229], [0.68911, -1.48633, 0.11242], [-1.11506, 0.05498, -0.11192]],
  "forces_ev_per_angstrom": [[-1.9, -1.9, 0.7], [1.7, 1.9, -1.7], [3.0, 0.2, 0.6], [1.3, 0.1, 0.1], [0.8, -0.9, -0.2], [-0.6, 0.0, 0.3], [-4.4, 0.7, 0.2]],
  "nbo_charge": [-0.609, 0.642, 0.248, 0.343, 0.237, -0.294, -0.567],
  "e_tot_ha": -2826.4133,
  "de_lowest_kcal_mol": 48.2,
  "lumo_energy_ev": -0.114,
  "homo_lumo_gap_ev": 9.366,
  "fmax_ha_per_bohr": 0.086,
  "charge": 0,
  "smiles": "C=C(F)OBr",
  "mol_weight_da": 140.9
}